Entry 1:
C7H10O7 | ωB97M-V/def2-TZVPD

Computed properties:
Frontier orbital gap (alpha / beta)   9.2 / 7.0 eV
E   -798.9764 Eh
Net charge   0
Highest occupied orbital energy (alpha / beta)   -9.129 / -9.665 eV

Cartesian coordinates (Å):
H 4.050 -0.371 -0.455
O 4.819 -0.712 -1.158
O 5.065 -1.906 -0.689
C -3.014 -0.761 0.384
C -1.734 0.086 0.333
C -0.707 -0.368 1.399
C 0.555 0.137 1.350
C 1.041 1.065 0.302
C -0.173 1.331 -0.780
C -0.981 0.048 -1.028
O -0.217 -1.099 -1.349
O -1.067 2.292 -0.308
O -2.124 1.425 0.521
O 2.219 0.620 -0.385
O 3.087 0.201 0.653
H -2.784 -1.827 0.201
H -3.491 -0.688 1.377
H -3.728 -0.419 -0.385
H -1.044 -1.073 2.175
H 1.284 -0.194 2.067
H 1.193 2.064 0.736
H 0.273 1.738 -1.701
H -1.697 0.270 -1.825
H -0.826 -1.859 -1.434

natural (NBO) population analysis, charges in e, atoms 1 to 6: 0.4651, -0.3345, -0.2081, -0.6172, 0.1459, -0.1724

***

Entry 2:
C15H17B2Br6NO19 | ωB97M-V/def2-TZVPD

Computed properties:
Frontier orbital gap   7.2 eV
E   -17560.5604 Eh
Net charge   -2
Highest occupied orbital energy   -4.212 eV

Cartesian coordinates (Å):
N -0.123 0.552 0.918
H 0.790 0.197 0.617
H -0.083 1.101 1.771
H -0.754 -0.258 1.090
H -0.553 1.164 0.213
O 1.392 -7.699 -1.263
C 1.713 -6.551 -1.344
O 1.964 -5.730 -0.343
B 2.493 -4.453 -0.837
O 2.468 -4.558 -2.326
C 2.071 -5.781 -2.646
O 1.980 -6.189 -3.771
O 1.733 -3.283 -0.405
C 2.476 -2.397 0.222
O 2.089 -1.350 0.664
C 3.860 -3.069 0.371
O 3.853 -4.164 -0.351
O 4.753 -2.667 1.065
O -5.946 2.060 -2.962
C -4.793 1.818 -3.187
O -4.185 0.650 -3.093
B -2.767 0.811 -3.446
O -2.588 2.209 -3.868
C -3.754 2.827 -3.737
O -3.994 3.965 -4.035
O -2.387 -0.136 -4.526
C -1.532 -1.036 -4.029
O -1.154 -2.010 -4.604
C -1.341 -0.716 -2.530
O -1.860 0.490 -2.340
O -0.722 -1.348 -1.737
O -2.729 0.359 2.474
C -3.121 -0.775 1.754
O -4.340 -1.045 1.835
O -2.237 -1.446 1.184
H -3.624 0.683 2.678
Br 2.025 2.636 1.803
C 2.606 3.022 3.643
C 1.863 4.221 4.186
Br 2.734 5.910 3.670
H 3.687 3.063 3.574
H 2.352 2.152 4.247
H 1.778 4.236 5.269
H 0.856 4.230 3.779
Br 1.260 -0.374 4.282
C -0.435 -1.282 4.495
C -0.289 -2.759 4.702
Br 0.418 -3.554 3.055
H -1.110 -1.041 3.673
H -0.928 -0.791 5.337
H -1.283 -3.187 4.808
H 0.363 -3.026 5.528
Br 1.337 5.531 -4.983
C 0.404 4.991 -3.345
C 0.862 3.602 -3.012
Br 0.133 3.066 -1.266
H -0.642 5.016 -3.648
H 0.485 5.728 -2.552
H 1.942 3.494 -2.959
H 0.532 2.889 -3.763

natural (NBO) population analysis, charges in e, atoms 1 to 6: -0.9060, 0.4706, 0.4250, 0.4900, 0.4322, -0.5644